# C30H42CaO27

A structure of composition C30H42CaO27 (wB97M-V/def2-TZVPD, the OMol25 dataset).

Summary:
charge = +2
gap between HOMO and LUMO = 11.148 eV
HOMO level = -0.533 Eh
multiplicity = 1
LUMO = -3.362 eV

Last column: Mulliken charge in e.
Positions of all 100 atoms, in Å:
Ca (0.612, -0.183, -0.276)  2.705
C (0.162, 4.281, 3.700)  -0.524
C (-0.744, 3.305, 4.427)  -0.344
O (-0.374, 2.041, 3.751)  -0.191
C (0.314, 2.347, 2.595)  0.211
O (0.618, 1.523, 1.783)  -0.168
O (0.472, 3.635, 2.475)  -0.358
H (1.091, 4.574, 4.185)  0.298
H (-0.408, 5.196, 3.524)  0.306
H (-1.799, 3.547, 4.421)  0.307
H (-0.283, 3.110, 5.393)  0.297
C (-4.360, -2.850, 1.229)  -0.315
C (-4.226, -1.490, 1.881)  -0.348
O (-3.205, -0.806, 1.116)  -0.112
C (-2.676, -1.678, 0.236)  0.305
O (-1.591, -1.527, -0.251)  -0.292
O (-3.421, -2.753, 0.140)  -0.406
H (-5.294, -3.082, 0.723)  0.321
H (-3.945, -3.661, 1.829)  0.176
H (-3.943, -1.530, 2.930)  0.160
H (-5.113, -0.873, 1.732)  0.397
C (1.355, -6.024, -0.648)  -0.490
C (1.768, -5.468, -1.984)  -0.368
O (1.929, -4.044, -1.602)  -0.142
C (1.178, -3.823, -0.516)  -0.348
O (0.889, -2.738, -0.106)  0.275
O (0.583, -4.954, -0.103)  -0.233
H (2.219, -6.117, 0.019)  0.236
H (0.787, -6.948, -0.590)  0.336
H (0.917, -5.506, -2.666)  0.237
H (2.681, -5.783, -2.473)  0.339
C (4.410, -0.973, 3.841)  -0.503
C (4.258, -2.432, 3.344)  -0.322
O (3.351, -2.233, 2.254)  -0.230
C (3.177, -0.921, 1.953)  -0.003
O (2.630, -0.507, 0.992)  -0.430
O (3.619, -0.199, 2.972)  -0.341
H (5.449, -0.645, 3.912)  0.255
H (4.048, -0.722, 4.843)  0.297
H (3.876, -3.074, 4.129)  0.308
H (5.185, -2.756, 2.878)  0.313
C (2.250, 4.518, -2.997)  -0.425
C (2.176, 3.403, -4.025)  -0.369
O (1.685, 2.307, -3.280)  -0.096
C (1.905, 2.540, -1.957)  -0.168
O (1.571, 1.780, -1.103)  -0.109
O (2.334, 3.791, -1.747)  -0.371
H (1.293, 5.038, -2.939)  0.250
H (3.113, 5.170, -3.072)  0.330
H (3.161, 3.153, -4.431)  0.203
H (1.511, 3.630, -4.856)  0.344
C (4.463, -1.277, -4.384)  -0.443
C (4.659, 0.199, -4.000)  -0.384
O (3.771, 0.339, -2.892)  -0.248
C (3.169, -0.813, -2.593)  0.039
O (2.433, -1.002, -1.669)  0.361
O (3.407, -1.752, -3.500)  -0.270
H (5.341, -1.827, -4.056)  0.281
H (4.117, -1.384, -5.404)  0.331
H (4.270, 0.863, -4.773)  0.222
H (5.709, 0.431, -3.836)  0.292
C (-4.998, 3.340, 0.650)  -1.472
C (-3.867, 3.440, -0.352)  0.433
C (-2.631, 4.295, 0.060)  -0.540
O (-1.559, 3.374, 0.003)  -0.264
C (-1.970, 2.188, -0.500)  -0.020
O (-1.191, 1.336, -0.790)  0.318
O (-3.296, 2.160, -0.658)  -0.397
H (-4.642, 3.203, 1.670)  0.299
H (-5.657, 2.518, 0.370)  0.351
H (-5.599, 4.247, 0.588)  0.426
H (-4.202, 3.907, -1.276)  0.340
H (-2.694, 4.800, 1.021)  0.333
H (-2.671, 5.081, -0.696)  0.234
C (-0.853, -1.358, 6.284)  -1.497
C (-0.264, -2.225, 5.177)  0.468
C (-1.231, -3.114, 4.408)  -0.542
O (-1.258, -2.562, 3.086)  -0.298
C (-0.306, -1.603, 2.971)  -0.106
O (0.083, -1.174, 1.936)  1.184
O (0.210, -1.340, 4.168)  -0.386
H (-1.730, -0.806, 5.920)  0.327
H (-0.141, -0.617, 6.640)  0.310
H (-1.329, -1.845, 7.139)  0.431
H (0.645, -2.705, 5.548)  0.250
H (-2.193, -3.027, 4.912)  0.365
H (-0.869, -4.129, 4.250)  0.271
C (-2.942, 1.614, -4.686)  -1.216
C (-2.459, 0.210, -5.042)  0.448
C (-1.231, 0.108, -5.915)  -0.556
O (-0.169, 0.033, -4.920)  -0.351
C (-0.688, -0.404, -3.793)  0.418
O (-0.052, -0.655, -2.808)  -0.466
O (-2.030, -0.419, -3.808)  -0.334
H (-3.408, 1.521, -3.702)  0.193
H (-3.692, 2.001, -5.372)  0.459
H (-2.175, 2.371, -4.509)  0.239
H (-3.318, -0.344, -5.414)  0.408
H (-0.995, 0.992, -6.502)  0.311
H (-1.158, -0.779, -6.542)  0.256

# C30H42Cl4KN3O6SSeSi2

A structure of composition C30H42Cl4KN3O6SSeSi2 (wB97M-V/def2-TZVPD, the OMol25 dataset).

Summary:
charge = -2
gap between HOMO and LUMO = 5.577 eV
HOMO level = -0.065 Eh
multiplicity = 1
LUMO = 3.795 eV

Last column: Mulliken charge in e.
Positions of all 90 atoms, in Å:
K (2.095, 1.650, 0.807)  0.976
O (2.705, 4.672, -0.628)  -0.743
Cl (1.881, 3.658, -1.161)  1.915
O (1.346, 4.083, -2.409)  -0.772
O (0.810, 3.368, -0.264)  -0.726
O (2.637, 2.460, -1.340)  -0.739
C (-1.874, 1.324, 1.708)  -0.959
Si (-2.840, 0.832, 0.134)  -0.425
C (-1.827, 1.370, -1.415)  -1.003
N (-0.721, 0.519, -1.823)  1.160
C (-1.163, -0.813, -2.228)  0.104
C (-0.468, -1.315, -3.493)  -0.852
C (-0.787, -0.378, -4.660)  -0.755
C (-0.546, 1.086, -4.251)  -0.845
C (0.086, 1.156, -2.854)  -0.516
C (-3.448, -0.976, 0.103)  0.446
C (-4.317, -1.423, -0.892)  0.096
C (-4.799, -2.720, -0.905)  -0.853
C (-4.423, -3.609, 0.089)  -0.521
C (-3.560, -3.184, 1.084)  -0.461
C (-3.082, -1.885, 1.091)  -0.263
C (-4.456, 1.870, 0.054)  0.449
C (-4.385, 3.217, -0.293)  -0.439
C (-5.503, 4.030, -0.287)  -0.711
C (-6.739, 3.511, 0.061)  -0.452
C (-6.839, 2.170, 0.387)  -0.677
C (-5.711, 1.364, 0.383)  -0.183
H (-2.521, 1.668, 2.523)  0.463
H (-1.224, 2.165, 1.449)  0.408
H (-1.388, 2.339, -1.166)  0.491
H (-2.528, 1.539, -2.255)  0.388
H (-2.245, -0.817, -2.431)  -0.098
H (-0.995, -1.511, -1.398)  -0.221
H (-0.828, -2.323, -3.716)  0.517
H (0.611, -1.369, -3.345)  0.105
H (-1.835, -0.519, -4.943)  0.297
H (-0.171, -0.644, -5.525)  0.409
H (-1.492, 1.636, -4.240)  0.246
H (0.108, 1.590, -4.960)  0.478
H (0.245, 2.198, -2.590)  0.046
H (1.072, 0.686, -2.875)  0.414
H (-4.628, -0.736, -1.669)  0.506
H (-5.470, -3.038, -1.692)  0.383
H (-4.805, -4.622, 0.088)  0.354
H (-3.257, -3.867, 1.864)  0.472
H (-2.417, -1.564, 1.873)  -0.095
H (-3.431, 3.632, -0.572)  0.383
H (-5.426, 5.075, -0.553)  0.410
H (-7.616, 4.148, 0.083)  0.350
H (-7.806, 1.760, 0.645)  0.380
H (-5.809, 0.320, 0.637)  0.339
C (4.354, -3.138, -1.975)  -1.221
C (3.838, -1.722, -1.726)  -0.526
C (2.502, -1.723, -0.994)  0.137
S (2.778, -1.897, 0.837)  0.780
O (3.491, -3.178, 0.992)  -0.760
C (1.015, -2.268, 1.229)  1.527
C (0.682, -3.735, 1.028)  -0.334
C (1.048, -4.558, 2.257)  -1.532
H (5.350, -3.111, -2.415)  0.411
H (3.698, -3.679, -2.661)  0.302
H (4.399, -3.679, -1.032)  0.253
H (3.747, -1.189, -2.679)  0.352
H (4.561, -1.182, -1.109)  0.365
H (1.869, -2.546, -1.326)  0.360
H (1.985, -0.772, -1.102)  -0.568
H (0.398, -1.600, 0.630)  -1.040
H (0.901, -2.000, 2.274)  -0.457
H (1.247, -4.119, 0.175)  0.272
H (-0.384, -3.850, 0.809)  0.409
H (2.102, -4.423, 2.471)  0.328
H (0.850, -5.614, 2.084)  0.440
H (0.472, -4.231, 3.117)  0.308
Se (4.216, 0.771, 2.831)  -0.485
C (5.625, 1.988, 3.016)  0.252
C (6.229, 2.589, 1.909)  -0.338
C (7.276, 3.459, 2.114)  -0.330
N (7.759, 3.785, 3.310)  -0.696
C (7.173, 3.218, 4.360)  -0.264
C (6.131, 2.323, 4.279)  -0.400
H (5.873, 2.367, 0.910)  0.335
H (7.774, 3.933, 1.274)  0.331
H (7.582, 3.507, 5.323)  0.325
H (5.696, 1.885, 5.166)  0.344
O (0.398, 0.653, 2.350)  0.104
N (-1.044, 0.224, 2.137)  0.336
Cl (1.181, -0.959, 4.618)  -0.295
Si (-0.368, 0.099, 3.754)  0.142
Cl (-1.925, -1.191, 4.654)  -0.484
Cl (-0.697, 1.784, 4.878)  -0.356

# C30H42F2I2N9OPSTi

A structure of composition C30H42F2I2N9OPSTi (wB97M-V/def2-TZVPD, the OMol25 dataset).

Summary:
charge = +3
gap between HOMO and LUMO (spin up / spin down) = 7.061 / 7.935 eV
⟨S²⟩ = 0.75
HOMO level (spin up / spin down) = -0.513 / -0.547 Eh
multiplicity = 2
LUMO (spin up / spin down) = -6.909 / -6.955 eV

Last column: Mulliken charge in e.
Positions of all 89 atoms, in Å:
Ti (0.799, -1.304, 1.102)  -0.810
C (-3.226, 0.803, 2.945)  -1.154
N (-2.072, 1.652, 2.770)  0.215
C (-2.183, 3.045, 3.251)  -1.060
C (-0.939, 1.216, 2.167)  0.645
N (-0.762, -0.061, 1.823)  0.060
N (0.045, 2.098, 1.875)  -0.010
C (1.242, 1.872, 1.183)  0.229
N (1.913, 3.005, 0.854)  -0.406
N (1.648, 0.650, 0.894)  -0.026
H (-4.100, 1.446, 2.919)  0.398
H (-3.179, 0.213, 3.864)  0.371
H (-3.277, 0.079, 2.102)  0.375
H (-3.192, 3.207, 3.632)  0.306
H (-2.094, 3.757, 2.454)  0.412
H (-1.472, 3.275, 4.054)  0.381
H (-1.588, -0.669, 1.938)  -0.508
H (-0.095, 3.112, 2.022)  0.255
H (1.670, 3.880, 1.302)  0.192
H (2.818, 2.941, 0.382)  0.233
H (2.631, 0.599, 0.612)  0.115
F (3.300, -2.611, 5.698)  -0.297
C (3.349, -2.523, 4.355)  0.181
C (2.217, -2.137, 3.681)  -0.450
C (2.215, -1.939, 2.286)  1.049
C (3.356, -2.410, 1.521)  -0.259
C (4.461, -2.842, 2.277)  0.656
F (5.529, -3.363, 1.603)  -0.317
C (4.516, -2.881, 3.670)  -0.872
C (3.275, -2.313, 0.050)  0.457
C (4.325, -2.582, -0.866)  -0.876
C (4.124, -2.356, -2.220)  -0.452
C (2.949, -1.733, -2.652)  -0.936
C (1.940, -1.452, -1.739)  -0.313
N (2.054, -1.796, -0.410)  0.855
H (1.338, -1.814, 4.193)  0.527
H (5.440, -3.164, 4.152)  0.534
H (5.300, -3.012, -0.510)  0.494
H (4.912, -2.602, -2.901)  0.509
H (2.715, -1.439, -3.671)  0.486
H (1.051, -0.906, -2.034)  0.452
I (-1.857, -1.285, -2.121)  0.030
C (-1.419, -2.971, -3.422)  -0.938
I (0.152, -4.324, -2.847)  0.067
H (-1.133, -2.527, -4.347)  0.451
H (-2.335, -3.561, -3.513)  0.487
C (-0.144, 5.885, -4.355)  -0.814
N (-0.205, 4.827, -5.446)  -0.019
C (1.179, 4.606, -6.021)  -0.761
N (2.138, 4.243, -4.967)  0.149
C (2.173, 5.292, -3.977)  -0.951
N (0.894, 5.541, -3.373)  0.135
C (0.511, 4.556, -2.431)  -0.446
P (0.326, 3.021, -3.463)  0.264
C (-0.786, 3.583, -4.867)  -0.661
C (1.953, 2.930, -4.420)  -0.594
H (-1.128, 5.976, -3.902)  0.393
H (0.018, 6.821, -4.897)  0.351
H (-0.814, 5.218, -6.221)  0.387
H (1.529, 5.559, -6.433)  0.367
H (1.132, 3.847, -6.814)  0.372
H (2.428, 6.242, -4.501)  0.305
H (2.937, 5.043, -3.213)  0.375
H (-0.460, 4.782, -1.958)  0.383
H (1.343, 4.400, -1.701)  0.291
H (-1.811, 3.856, -4.479)  0.382
H (-0.975, 2.821, -5.674)  0.382
H (1.805, 2.188, -5.230)  0.350
H (2.797, 2.591, -3.791)  0.383
C (-5.912, -3.365, 4.665)  -1.544
C (-4.751, -3.594, 3.762)  0.880
C (-4.926, -4.158, 2.478)  -0.529
C (-3.865, -4.283, 1.579)  -0.621
C (-2.588, -3.865, 2.000)  0.632
C (-2.385, -3.274, 3.227)  -0.563
C (-3.470, -3.220, 4.122)  -0.874
S (-1.279, -3.956, 0.852)  0.276
C (-0.187, -5.014, 1.836)  -1.007
O (-0.662, -2.477, 1.078)  -0.216
H (-6.390, -4.325, 4.856)  0.387
H (-6.697, -2.755, 4.301)  0.368
H (-5.520, -3.009, 5.605)  0.378
H (-5.928, -4.549, 2.168)  0.371
H (-3.948, -4.779, 0.568)  0.352
H (-1.416, -2.926, 3.465)  0.439
H (-3.360, -2.763, 5.102)  0.376
H (0.093, -4.579, 2.835)  0.284
H (0.701, -5.239, 1.216)  0.386
H (-0.709, -5.971, 2.043)  0.462

One value per record, in order, for strongest force on any atom: 3.09, 2.20, 3.63 eV/A.
One value per record, in order, for energy: -3877.28113, -7603.39280, -4119.70075 hartree.